No. 1
89
Properties=species:S:1:pos:R:3:forces:R:3 method="wB97M-V/def2-TZVPD" homo_ha=-0.2734 charge=0 e_lumo_ev=-0.224 homo_lumo_gap_ha=0.265
Hf 0.513 -0.168 -1.125 0.833 0.317 0.833
C -0.901 1.994 -4.630 0.054 -0.219 0.028
C -1.062 1.234 -3.345 -0.130 0.125 -0.106
O -0.179 0.345 -3.079 0.041 0.247 -0.051
C -2.075 1.583 -2.460 -0.148 -0.133 0.065
C -2.172 0.957 -1.199 -0.366 -0.021 -0.314
C -2.780 1.729 -0.062 0.202 -0.023 0.065
N -1.790 -0.307 -1.002 0.160 -0.301 0.064
N -1.995 -1.159 -2.086 -0.714 -0.265 -0.663
C -1.066 -1.988 -2.396 -0.472 0.055 0.110
O 0.135 -1.970 -1.838 -0.970 -1.494 -1.133
C -1.324 -3.022 -3.418 0.170 -0.172 -0.089
C -0.275 -3.852 -3.811 -0.006 0.067 0.057
C -0.484 -4.836 -4.764 -0.025 -0.048 -0.043
C -1.739 -4.997 -5.333 0.042 -0.022 0.000
C -2.785 -4.168 -4.946 -0.040 0.011 -0.001
C -2.581 -3.184 -3.994 -0.019 0.036 0.050
H -0.231 2.838 -4.449 0.035 -0.015 -0.015
H -0.437 1.349 -5.374 0.003 0.028 -0.011
H -1.855 2.368 -4.995 0.004 0.030 0.002
H -2.680 2.454 -2.677 0.000 -0.006 -0.033
H -3.691 2.202 -0.432 0.002 0.020 -0.021
H -3.034 1.075 0.768 -0.031 0.023 -0.027
H -2.121 2.522 0.298 -0.027 0.023 -0.033
H 0.705 -3.705 -3.374 -0.010 0.017 0.007
H 0.335 -5.476 -5.065 -0.006 0.008 -0.008
H -1.902 -5.764 -6.080 -0.006 0.002 0.006
H -3.765 -4.293 -5.391 0.001 0.012 0.003
H -3.383 -2.528 -3.682 -0.007 -0.017 -0.013
O 1.630 1.748 -2.077 -0.085 -0.191 -0.034
S 1.728 2.479 -0.821 0.231 0.603 0.302
O 3.013 2.564 -0.192 -0.014 0.290 0.025
N 0.637 1.689 0.051 0.084 1.175 0.320
C 0.335 2.139 1.340 0.078 0.248 0.330
C 0.723 3.349 1.882 0.006 -0.356 -0.281
C 0.332 3.723 3.178 -0.049 0.050 0.155
C -0.459 2.915 3.943 0.048 0.120 0.044
C -0.887 1.674 3.426 0.087 -0.146 -0.209
C -1.740 0.795 4.126 -0.053 -0.036 -0.002
C -2.159 -0.355 3.522 0.014 0.059 0.172
C -1.672 -0.659 2.240 0.101 -0.093 -0.221
N -0.827 0.092 1.583 -0.052 0.246 0.026
C -0.468 1.271 2.135 0.060 0.154 0.190
C 1.185 4.132 -1.176 0.059 -0.138 0.041
C 2.134 5.141 -1.217 0.106 -0.084 0.067
C 1.740 6.421 -1.576 -0.030 -0.010 0.004
C 0.411 6.676 -1.883 0.002 0.043 -0.011
C -0.531 5.656 -1.833 0.012 -0.039 0.019
C -0.144 4.372 -1.481 -0.080 -0.041 0.014
H 1.357 4.014 1.317 0.014 0.089 0.052
H 0.664 4.679 3.563 0.001 -0.012 0.003
H -0.775 3.217 4.934 0.008 -0.013 0.000
H -2.064 1.058 5.126 -0.025 -0.008 -0.012
H -2.836 -1.038 4.016 0.006 -0.011 -0.009
H -2.006 -1.556 1.735 0.011 -0.038 -0.025
H 3.161 4.905 -0.968 -0.012 0.067 -0.012
H 2.473 7.216 -1.614 -0.013 0.013 -0.012
H 0.105 7.675 -2.163 0.003 -0.003 0.008
H -1.568 5.857 -2.070 0.003 0.014 -0.002
H -0.860 3.561 -1.447 0.002 0.022 -0.011
C -1.132 -3.847 0.458 0.062 0.295 0.011
P 0.316 -2.711 0.651 0.087 -0.763 0.361
C 1.573 -3.935 0.059 -0.055 0.182 -0.023
C 0.585 -2.709 2.472 -0.011 0.218 -0.056
C -0.075 -3.536 3.376 -0.006 -0.053 -0.039
C 0.055 -3.334 4.742 -0.008 -0.030 0.060
C 0.838 -2.295 5.219 0.027 0.043 0.030
C 1.512 -1.468 4.331 -0.008 -0.014 0.018
C 1.400 -1.671 2.960 -0.132 -0.004 -0.185
P 2.274 -0.677 1.687 0.671 0.125 0.640
C 3.821 -1.693 1.664 -0.145 0.094 -0.209
C 2.965 0.730 2.666 -0.154 -0.086 -0.107
H -2.028 -3.477 0.953 -0.006 -0.018 0.006
H -0.890 -4.841 0.835 -0.018 -0.017 -0.005
H -1.342 -3.922 -0.610 -0.006 -0.028 0.000
H 1.817 -4.640 0.854 -0.024 -0.042 -0.021
H 2.470 -3.439 -0.302 0.001 -0.009 0.008
H 1.130 -4.468 -0.782 0.023 -0.006 -0.019
H -0.706 -4.342 3.020 0.000 0.026 -0.004
H -0.460 -3.986 5.437 -0.009 0.004 -0.018
H 0.931 -2.128 6.285 -0.007 -0.008 -0.005
H 2.124 -0.661 4.714 -0.003 -0.013 -0.010
H 4.215 -1.767 2.678 0.012 0.005 0.016
H 4.547 -1.215 1.008 0.019 -0.026 0.005
H 3.618 -2.693 1.289 0.040 0.010 -0.031
H 3.743 0.394 3.352 -0.025 -0.018 0.039
H 2.183 1.246 3.221 -0.023 0.045 0.014
H 3.400 1.430 1.953 0.020 0.052 -0.004
I 3.107 -0.994 -1.843 0.583 -0.219 -0.136



No. 2
10
Properties=species:S:1:pos:R:3:forces:R:3 method="wB97M-V/def2-TZVPD" homo_ha=-0.3504 charge=0 e_lumo_ev=-1.087 homo_lumo_gap_ha=0.310
C 1.017 0.147 -0.468 -1.505 -1.066 -0.180
C 0.586 -0.940 -1.207 -1.859 2.849 1.284
C -1.248 -0.043 -0.033 -3.434 -3.656 2.742
H -0.590 0.484 2.592 1.934 2.542 -4.094
H 0.903 -1.503 -2.090 0.086 0.296 0.770
N -0.190 0.608 0.254 7.504 3.968 1.966
O 0.065 1.318 1.498 -3.057 -3.810 0.932
O -0.852 -1.017 -0.947 0.650 0.041 -0.656
O -2.234 -0.061 0.739 1.315 -0.150 -2.649
Cl 2.544 1.006 -0.338 -1.632 -1.013 -0.116



No. 3
39
Properties=species:S:1:pos:R:3:forces:R:3 method="wB97M-V/def2-TZVPD" homo_ha=-0.4480 charge=+1 e_lumo_ev=-4.086 homo_lumo_gap_ha=0.298
Rh -0.285 0.001 0.024 3.664 -1.897 0.040
O 5.834 0.022 -0.030 0.174 -0.012 -0.198
C 4.506 0.026 0.025 -0.639 -0.006 0.101
C 3.781 0.057 1.224 0.330 0.024 -0.282
C 2.412 0.061 1.166 -0.768 0.075 1.120
N 1.733 0.031 0.024 0.191 -0.025 -0.033
C 2.418 0.001 -1.120 -0.775 -0.027 -1.155
C 3.785 0.000 -1.178 0.401 0.042 0.321
C 1.536 -0.048 -2.401 1.882 0.332 1.060
O 2.099 0.114 -3.458 -0.711 -0.189 -0.153
O 0.302 -0.286 -2.140 -2.078 0.206 0.967
C 1.540 0.101 2.449 1.824 0.097 -1.014
O 2.130 0.207 3.500 -0.713 -0.087 0.157
O 0.283 -0.004 2.215 -1.959 0.064 -1.039
H 6.235 0.035 0.846 -0.054 -0.001 0.082
H 4.262 0.079 2.193 -0.076 0.016 0.047
H 4.287 -0.017 -2.135 -0.075 0.000 -0.049
N -4.031 1.576 -0.001 0.670 0.274 -0.018
C -4.538 0.310 -0.007 -0.147 -0.205 0.024
C -3.470 -0.535 0.002 -0.412 -0.396 0.019
N -2.322 0.183 0.017 -0.248 1.664 -0.055
C -2.679 1.488 0.009 -1.258 -1.823 -0.006
C -1.649 2.448 -0.011 1.951 1.067 -0.006
N -0.378 1.991 -0.027 -1.719 0.447 0.049
C 0.439 3.067 -0.019 0.553 0.327 -0.031
C -0.316 4.200 -0.005 0.162 0.107 0.002
N -1.622 3.801 -0.001 -0.306 -0.567 0.015
H -4.573 2.425 -0.009 -0.029 -0.030 -0.002
H -5.593 0.106 -0.012 -0.007 0.041 -0.010
H -3.504 -1.611 -0.004 0.107 0.007 0.009
H 1.513 2.992 -0.027 -0.022 -0.101 0.001
H -0.024 5.235 0.005 -0.048 0.010 -0.012
H -2.419 4.416 0.013 0.022 0.016 0.001
N 0.738 -2.626 0.936 0.210 -0.232 0.122
N -0.257 -2.129 0.040 0.083 0.480 0.034
H 0.810 -3.636 0.875 -0.131 -0.016 -0.053
H 0.480 -2.371 1.883 -0.048 0.142 -0.033
H -1.168 -2.554 0.198 -0.028 0.037 0.021
H 0.030 -2.370 -0.907 0.026 0.137 -0.046



No. 4
79
Properties=species:S:1:pos:R:3:forces:R:3 method="wB97M-V/def2-TZVPD" homo_ha="-0.0325 / -0.1662" charge=-1 e_lumo_ev="2.453 / 2.452" homo_lumo_gap_ha="0.123 / 0.256" spin_multiplicity=3
O 0.092 2.053 -3.241 -0.676 -0.190 -2.142
C -0.444 1.621 -4.248 0.315 -0.084 1.094
C -0.108 2.043 -5.634 0.586 0.431 -0.419
C 1.069 2.778 -5.863 -0.356 0.068 -0.353
H 1.789 2.911 -5.049 -0.412 0.026 -0.247
C 1.280 3.345 -7.120 -0.235 -0.048 -0.090
H 2.167 3.957 -7.291 -0.241 -0.180 -0.013
C 0.340 3.166 -8.153 -0.011 -0.300 0.393
H 0.476 3.661 -9.115 0.049 -0.171 0.240
C -0.772 2.335 -7.952 0.295 0.256 0.020
H -1.476 2.150 -8.767 0.230 0.067 0.263
C -0.984 1.770 -6.697 0.222 -0.006 0.463
H -1.830 1.107 -6.501 0.106 0.285 -0.113
H -1.233 0.849 -4.178 -0.013 0.189 0.079
C -2.164 1.945 -1.038 0.479 0.337 0.047
C -1.852 0.792 -0.149 0.075 -0.770 0.925
H -2.948 2.579 -0.613 0.034 -0.047 -0.145
H -2.470 1.570 -2.020 -0.078 -0.005 0.094
H -1.257 2.524 -1.201 -0.176 0.201 -0.032
C -2.686 0.297 0.776 0.515 0.112 -0.282
C -3.837 1.022 1.412 -0.575 -0.096 -0.201
H -2.489 -0.705 1.149 0.259 0.223 0.402
H -4.273 1.778 0.748 0.012 -0.148 0.181
H -3.536 1.532 2.340 0.055 -0.163 -0.217
H -4.624 0.307 1.686 -0.012 0.197 -0.037
Pt -0.019 -0.063 -0.276 -0.770 0.280 -0.063
Cl 1.120 1.984 -0.651 0.830 1.354 -0.350
Cl -0.664 -0.891 -2.415 -0.175 -0.139 -0.648
H 3.847 0.147 -3.531 -0.223 -0.159 0.066
H 5.423 0.964 -2.094 -0.020 -0.085 0.155
C 3.042 0.073 -2.788 -0.084 0.106 0.145
C 4.765 0.927 -1.222 -0.103 0.092 0.111
N 3.679 -0.008 -1.473 0.042 0.176 0.039
H 2.428 -0.821 -2.944 0.106 0.300 0.012
C 3.060 -0.563 -0.430 -1.697 -0.608 -0.108
O 1.936 -1.138 -0.497 2.459 0.400 -0.007
H 5.331 0.601 -0.343 -0.048 0.098 -0.162
H 3.611 -0.494 0.528 -0.217 -0.025 -0.297
H 2.403 0.970 -2.851 0.099 -0.335 0.119
H 4.366 1.936 -1.036 0.056 -0.226 -0.063
H -1.312 -5.395 1.546 -0.005 0.189 0.037
H -0.385 -6.218 -0.675 -0.032 0.111 -0.141
C -1.648 -4.459 1.085 -0.084 -0.131 -0.218
C -0.865 -5.329 -1.105 0.172 0.182 0.246
N -0.875 -4.244 -0.133 -0.162 -0.892 -0.132
H -1.514 -3.625 1.776 0.028 -0.193 -0.175
C -0.300 -3.080 -0.400 -0.611 2.594 1.593
O -0.505 -2.077 0.361 0.091 -3.588 -1.353
H -0.317 -4.998 -1.995 -0.165 -0.178 0.186
H 0.318 -3.013 -1.312 -0.270 0.021 0.437
H -2.711 -4.579 0.829 0.146 0.139 0.095
H -1.894 -5.599 -1.384 0.215 0.134 -0.006
C -2.312 -2.279 7.328 -0.265 -0.167 -0.129
C -0.799 -2.237 7.348 0.865 0.485 -0.631
N -0.226 -1.223 6.415 -0.630 -0.218 0.795
C -0.485 0.178 6.828 0.053 -0.440 -0.432
C 0.158 0.502 8.170 0.022 0.150 0.078
C -0.176 -1.603 5.079 0.315 0.788 -1.394
O -0.522 -2.725 4.703 -0.316 -0.171 0.538
C 0.418 -0.639 4.095 -1.798 -1.645 -0.374
C 1.515 0.152 4.438 1.516 1.024 1.198
C 2.090 0.937 3.449 -0.424 0.002 -0.910
C 1.571 0.900 2.160 2.158 1.437 1.026
N 0.584 0.065 1.800 -2.149 -1.243 -0.070
C -0.003 -0.692 2.761 0.683 0.502 0.540
H -2.738 -1.290 7.544 -0.010 -0.267 -0.016
H -2.662 -2.987 8.085 -0.091 0.100 -0.023
H -2.665 -2.623 6.348 0.076 0.172 0.215
H -0.433 -1.979 8.349 -0.059 -0.219 -0.176
H -0.378 -3.206 7.051 -0.174 0.286 0.142
H -0.083 0.850 6.064 -0.130 -0.238 0.066
H -1.576 0.354 6.878 0.345 0.007 -0.009
H 1.228 0.262 8.168 -0.206 -0.025 -0.061
H 0.058 1.574 8.375 -0.029 -0.149 -0.004
H -0.322 -0.043 8.989 0.123 0.141 -0.041
H 1.900 0.141 5.458 0.026 -0.021 -0.306
H 2.940 1.580 3.640 -0.044 0.050 0.076
H 1.957 1.564 1.390 -0.119 -0.324 0.339
H -0.814 -1.348 2.457 0.235 0.185 0.135



Max |F| per entry: 0.0411, 0.1694, 0.0802, 0.0746 Eh/bohr
Relative energy (zero: lowest compared OMol25 entry of this formula, charge and spin) per entry: 64.3, 85.2, 16.1, 3.3 kcal/mol